No. 1
Computed, not measured: a molecular structure, C7H19O10Sr, with the ωB97M-V functional and the def2-TZVPD basis.

Each line ends with the Löwdin charge.
Element x y z (Å)
Sr: -0.75115 -0.00331 0.15013  1.576
C: 2.84576 -2.69395 -0.62713  -0.051
C: 2.77918 -1.49560 0.35058  -0.749
O: 3.86269 -1.12008 0.85304  -0.062
O: 1.66731 -1.06006 0.76875  -0.161
H: 1.87284 -2.84709 -1.09615  0.035
H: 3.20938 -3.54081 -0.04519  0.062
H: 3.59278 -2.55922 -1.41191  0.058
C: -1.80343 1.16153 4.16371  -0.045
C: -0.33654 1.01543 3.80052  -0.761
O: 0.00124 0.69071 2.62792  -0.142
O: 0.45135 1.03655 4.77169  -0.058
H: -2.50819 1.05245 3.33105  0.020
H: -1.98988 2.14838 4.58765  0.068
H: -2.04865 0.31604 4.80770  0.069
C: 1.63970 3.03093 -2.32849  -0.029
C: 0.78908 2.33457 -1.25391  -0.785
O: -0.39017 1.99541 -1.57321  -0.193
O: 1.36055 1.96743 -0.21706  -0.039
H: 0.97902 3.79842 -2.74567  0.060
H: 1.88124 2.33418 -3.12880  0.059
H: 2.49769 3.53695 -1.89439  0.066
C: 1.06748 -0.98779 -3.06406  -0.128
O: -0.06309 -1.24865 -2.24216  -0.191
H: 1.51920 -1.95943 -3.29224  0.075
H: 0.91647 -0.52797 -4.04417  0.082
H: 1.76939 -0.39284 -2.48538  0.095
H: -0.72969 -1.74557 -2.71879  0.071
O: -2.65558 -0.59825 -1.33453  -0.130
H: -2.89057 -1.53037 -1.42255  0.070
H: -3.34519 -0.12392 -1.81156  0.076
O: -1.77857 -1.84500 1.53594  -0.127
H: -2.66207 -1.85932 1.91815  0.058
H: -1.23713 -2.38196 2.13051  0.080
O: -2.86948 1.12516 0.92201  -0.138
H: -3.65279 1.22382 0.37208  0.053
H: -2.99017 1.75322 1.64590  0.057

**Strongest force on any atom**: 3.9 eV Å⁻¹
**Gap between HOMO and LUMO**: 5.17 eV
**HOMO energy**: -4.1 eV
**Total charge**: -1

No. 2
Computed, not measured: a molecular structure, C4H9NO4Rb, with the ωB97M-V functional and the def2-TZVPD basis.

Each line ends with the Löwdin charge.
Element x y z (Å)
Rb: -2.03668 1.52222 -1.32791  0.973
C: 3.24255 -2.00775 1.60506  0.044
C: 3.11223 -0.50707 1.54643  -0.359
O: 3.97591 0.26908 1.35761  0.214
N: 1.69610 -0.01185 1.15247  0.089
H: 1.15909 -0.82306 0.83632  0.168
H: 1.11014 0.34752 1.91028  0.193
C: 1.74061 0.84735 -0.08514  0.027
H: 4.26770 -2.13678 1.95182  0.113
H: 3.18686 -2.43564 0.60238  0.117
H: 2.54390 -2.49885 2.28021  0.105
H: 2.27027 1.78518 0.02994  0.118
H: 0.69229 0.93744 -0.39022  0.049
H: 2.16312 0.23223 -0.87856  0.122
O: -6.28412 1.66136 -2.71886  0.052
C: -5.93472 0.56966 -1.95674  -0.839
O: -4.71038 0.45332 -1.60069  -0.261
O: -6.81565 -0.23158 -1.63584  0.007
H: -5.37924 2.02721 -2.67856  0.069

**Strongest force on any atom**: 3.8 eV Å⁻¹
**Gap between HOMO and LUMO**: 4.26 eV
**HOMO energy**: -9.3 eV
**Total charge**: +1

No. 3
Computed, not measured: 2 unconnected molecules or ions with the total composition CH12PSi3, with the ωB97M-V functional and the def2-TZVPD basis.

Each line ends with the Löwdin charge.
Element x y z (Å)
C: 2.66620 -1.71092 0.18855  -0.055
Si: -3.34582 0.24383 0.19568  0.494
Si: -0.71993 -0.18099 -2.24835  0.411
Si: 0.17022 1.18648 0.95945  0.490
P: -1.13658 -0.38219 -0.15802  0.369
H: 2.75813 -1.45581 1.23663  0.019
H: 3.33887 -1.10303 -0.40146  0.030
H: 2.93056 -2.75449 0.05911  0.029
H: -3.26592 1.28298 1.21830  -0.086
H: -4.00028 -0.97886 0.64053  -0.089
H: -3.85112 0.75446 -1.07739  -0.080
H: 0.63816 -0.23313 -2.77506  -0.117
H: 1.63959 -1.56765 -0.13782  -0.045
H: -1.70272 -0.15514 -3.32759  -0.116
H: 1.54189 0.70660 0.88962  -0.100
H: -0.41947 1.19842 2.29629  -0.087
H: -0.01094 2.45490 0.24883  -0.068

**<S²>**: 2.00
**Strongest force on any atom**: 2.7 eV Å⁻¹
**Gap between HOMO and LUMO (spin up / spin down)**: 7.76 / 7.44 eV
**HOMO energy (spin up / spin down)**: -11.4 / -15.7 eV
**Multiplicity**: 3
**Total charge**: +1

No. 4
Computed, not measured: a molecular structure, C19H28AlSb2, with the ωB97M-V functional and the def2-TZVPD basis.

Each line ends with the Löwdin charge.
Element x y z (Å)
Al: 1.27040 1.39426 1.07800  0.680
C: 2.11439 -2.70208 3.37363  0.003
C: 2.92843 -1.55838 2.81519  -0.190
C: 2.98851 -1.48771 1.39837  0.011
C: 3.20836 -0.19743 0.87566  -0.180
C: 3.45408 0.92613 1.69234  -0.230
C: 3.55730 0.76325 3.11070  0.001
C: 3.25778 -0.47267 3.67378  0.030
H: 1.44920 -2.29947 4.17276  0.109
H: 2.73432 -3.49309 3.75877  0.111
H: 1.49220 -3.06618 2.54942  0.070
H: 2.63450 -2.35996 0.77513  0.157
H: 3.28235 -0.03202 -0.19318  0.113
H: 3.91882 1.84384 1.25948  0.151
H: 3.74351 1.55996 3.81731  0.140
H: 3.44382 -0.68092 4.71798  0.149
C: -0.37248 3.62516 -2.36500  -0.239
Sb: 0.72013 1.90727 -1.61550  1.350
C: 2.50957 1.94528 -2.88083  -0.245
C: -0.53735 -0.03175 -2.31330  -0.185
C: -2.00514 -0.04607 -2.37178  -0.256
C: -2.62550 -0.22170 -3.66317  -0.008
C: -3.97022 -0.08620 -3.82421  -0.002
C: -4.78158 0.20752 -2.67117  0.019
C: -4.19727 0.36748 -1.44805  -0.028
C: -2.83145 0.19326 -1.23808  -0.249
C: -2.37565 0.37711 0.17930  -0.272
Sb: -0.66763 -0.41078 1.28814  1.335
C: -1.26207 -0.60874 3.28837  -0.261
C: -0.77238 -2.49822 0.73309  -0.216
H: -0.48321 3.54909 -3.47632  0.063
H: 0.11903 4.50835 -1.94727  0.024
H: -1.34312 3.52917 -1.82287  0.021
H: 2.85255 3.00607 -3.11613  0.069
H: 2.36813 1.35020 -3.80447  0.045
H: 3.29041 1.47922 -2.34411  -0.033
H: -0.06377 -0.70622 -1.51744  0.027
H: -0.09312 -0.31199 -3.26514  0.075
H: -1.97934 -0.55900 -4.43839  0.114
H: -4.48792 -0.24124 -4.73808  0.119
H: -5.80844 0.25378 -2.84060  0.110
H: -4.75048 0.54477 -0.57621  0.113
H: -3.14141 -0.14915 0.81148  0.095
H: -2.47790 1.40046 0.48394  0.068
H: -1.36489 -1.67944 3.46146  0.029
H: -2.08788 0.04360 3.56813  0.043
H: -0.37467 -0.30602 3.90022  0.027
H: 0.12436 -2.88813 0.22331  0.023
H: -1.52637 -2.53929 -0.10076  0.053
H: -1.08092 -3.14133 1.56610  0.043

**Strongest force on any atom**: 3.0 eV Å⁻¹
**Gap between HOMO and LUMO (spin up / spin down)**: 4.36 / 4.36 eV
**HOMO energy (spin up / spin down)**: -16.9 / -16.9 eV
**Total charge**: +3

No. 5
Computed, not measured: a gas-phase ion, C5H10NO2 (charge -1), with the ωB97M-V functional and the def2-TZVPD basis.

Each line ends with the Löwdin charge.
Element x y z (Å)
O: 0.31670 -3.14243 2.06863  0.016
C: 0.54625 -2.05782 1.62865  -0.293
C: -0.29125 -1.41130 0.53490  -0.112
C: 0.80484 -0.48142 -0.19707  -0.175
C: 0.62675 0.96235 0.18022  -0.310
N: -0.74633 1.24409 -0.06974  -0.111
C: -1.01700 1.59641 -1.50607  -0.581
O: -0.02547 1.43975 -2.35242  -0.316
H: 1.43615 -1.63482 2.04123  0.101
H: -0.74516 -2.14013 -0.02923  0.083
H: -1.08834 -0.98502 0.94884  0.055
H: 0.64683 -0.65131 -1.28265  0.105
H: 1.79952 -0.96216 -0.06725  0.099
H: 1.24620 1.48498 -0.45252  0.063
H: 0.91064 1.19963 1.24096  0.120
H: -1.11905 2.03493 0.55700  0.112
H: -1.88523 0.84905 -1.69610  0.074
H: -1.41604 2.65523 -1.54737  0.068

**Strongest force on any atom**: 6.5 eV Å⁻¹
**SMILES**: O=CCCCNC[O-]
**Gap between HOMO and LUMO**: 6.10 eV
**HOMO energy**: -2.4 eV
**Total charge**: -1